# C7H14N2OS

A single C7H14N2OS molecule in a non-equilibrium geometry (wB97M-V/def2-TZVPD, the Open Molecules 2025 dataset).

Summary:
Energy relative to the best compared isomer or geometry (same formula, charge and spin) ... 0.0 kcal/mol
Electronic energy ... -23346.47219 eV
LUMO level ... 0.56 eV
Highest occupied orbital energy ... -8.579 eV
Frontier orbital gap ... 9.140 eV

Each line ends with the Löwdin charge.
Cartesian coordinates (Å):
S -0.31 1.42 0.73  1.01
O -1.42 0.88 1.55  -0.54
N 2.22 0.30 1.73  0.04
N -0.37 -1.50 -0.12  0.10
C -0.01 1.18 -2.18  -0.05
C -0.91 0.84 -0.95  -0.64
C 1.17 0.11 0.82  -0.43
C 0.44 -1.20 1.05  -0.40
C -2.31 1.42 -1.05  -0.07
C 1.15 -2.52 1.48  -0.02
C -0.93 -0.66 -0.89  -0.17
H 2.02 0.43 2.73  0.10
H -0.42 0.67 -3.06  0.09
H 0.05 2.33 -2.11  0.12
H -1.43 -1.13 -1.66  0.09
H 1.50 0.19 -0.27  0.12
H -0.20 -0.99 1.89  0.12
H 2.13 -2.25 1.82  0.05
H -2.80 0.81 -1.89  0.12
H 1.40 -3.03 0.55  0.07
H 2.61 1.19 1.54  0.06
H 0.43 -3.10 1.97  0.06
H -2.85 1.43 -0.15  0.05
H 0.98 0.79 -2.06  0.05
H -2.13 2.39 -1.44  0.06

# C7H14N2S

A single C7H14N2S molecule in a non-equilibrium geometry (wB97M-V/def2-TZVPD, the Open Molecules 2025 dataset).

Summary:
Structure (SMILES) ... C[C@H](N)C(=S)N1CCCC1
Energy relative to the best compared isomer or geometry (same formula, charge and spin) ... 55.3 kcal/mol
Electronic energy ... -21299.52635 eV
LUMO level ... 0.59 eV
Highest occupied orbital energy ... -7.983 eV
Frontier orbital gap ... 8.573 eV

Each line ends with the Löwdin charge.
Cartesian coordinates (Å):
S -1.26 2.28 0.10  0.64
N 0.56 0.48 -0.37  -0.13
N -1.77 -1.16 1.14  0.03
C 1.55 1.55 0.02  -0.15
C -0.78 0.64 -0.15  -0.66
C 2.75 0.63 0.51  -0.17
C -3.16 -0.09 -0.54  -0.10
C -1.65 -0.48 -0.20  -0.47
C 1.12 -0.84 -0.33  -0.19
C 2.61 -0.58 -0.37  -0.21
H -3.28 0.52 -1.42  0.06
H -2.51 -0.40 1.64  0.16
H -1.46 -1.31 -0.93  0.14
H 0.77 -1.52 -1.14  0.14
H 1.76 2.09 -0.80  0.07
H 3.21 -1.41 0.01  0.12
H 2.92 -0.40 -1.36  0.09
H 2.56 0.30 1.65  0.14
H -2.41 -1.89 0.93  0.04
H 1.01 2.20 0.84  0.09
H -3.74 -1.00 -0.75  0.08
H 0.92 -1.21 0.67  0.12
H 3.85 1.11 0.64  0.15
H -3.57 0.50 0.20  0.02

# C7H14N2Si

A single C7H14N2Si molecule in a non-equilibrium geometry (wB97M-V/def2-TZVPD, the Open Molecules 2025 dataset).

Summary:
Energy relative to the best compared isomer or geometry (same formula, charge and spin) ... 28.9 kcal/mol
Electronic energy ... -18337.92655 eV
⟨S²⟩ ... 2.04
Multiplicity ... 3
LUMO level (spin up / spin down) ... 0.91 / -1.29 eV
Highest occupied orbital energy (spin up / spin down) ... -5.301 / -9.299 eV
Frontier orbital gap (spin up / spin down) ... 6.209 / 8.008 eV

Each line ends with the Löwdin charge.
Cartesian coordinates (Å):
Si -1.17 0.54 -0.07  0.58
N 2.27 -0.18 -0.23  -0.03
N 1.19 2.21 -0.28  -0.02
C 2.98 0.83 0.07  -0.20
C -2.66 1.61 -0.72  -0.19
C 0.34 1.45 -0.54  -0.13
C -1.39 0.08 1.83  -0.12
C -1.19 -1.17 -1.05  -0.19
C 2.43 2.13 0.06  -0.12
C 2.69 -1.57 -0.35  -0.12
H -3.46 1.12 -0.49  -0.07
H 2.04 -2.30 -0.71  0.03
H -1.42 -0.92 1.89  -0.02
H 3.18 3.02 0.13  0.14
H -2.32 -1.52 -0.99  0.07
H 3.77 -1.71 -0.86  0.11
H -2.28 0.38 2.13  -0.04
H 3.97 0.62 0.34  0.09
H -2.46 1.80 -1.79  0.04
H -2.79 2.58 -0.16  0.05
H -0.54 0.62 2.29  0.04
H 2.94 -1.81 0.81  0.12
H -0.51 -1.86 -0.63  -0.03
H -0.89 -1.14 -2.07  0.00

# C7H14N3

A gas-phase ion, C7H14N3 (charge +1) in a non-equilibrium geometry (wB97M-V/def2-TZVPD, the Open Molecules 2025 dataset).

Summary:
Charge ... +1
Energy relative to the best compared isomer or geometry (same formula, charge and spin) ... 147.5 kcal/mol
Electronic energy ... -11944.52356 eV
LUMO level (spin up / spin down) ... -3.31 / -3.97 eV
Highest occupied orbital energy (spin up / spin down) ... -11.922 / -11.425 eV
Frontier orbital gap (spin up / spin down) ... 8.611 / 7.454 eV

Each line ends with the Löwdin charge.
Cartesian coordinates (Å):
N -0.84 -0.92 0.81  0.00
N -2.06 -0.44 0.74  -0.06
N 1.16 1.09 -0.03  -0.14
C 1.34 0.99 1.44  0.02
C 1.72 -0.09 -0.77  -0.10
C -2.53 0.26 -0.36  -0.13
C -1.40 1.42 -0.69  -0.03
C -0.18 1.34 -0.39  -0.01
C 1.23 -1.45 -0.29  -0.15
C -0.29 -1.62 -0.31  -0.22
H -2.36 -0.09 1.65  0.16
H -0.51 -2.69 -0.16  0.13
H 2.81 -0.05 -0.68  0.14
H -1.92 2.21 -1.21  0.11
H 1.45 0.04 -1.83  0.14
H 1.59 -1.66 0.72  0.12
H -2.57 -0.33 -1.28  0.12
H 1.72 1.90 -0.33  0.20
H 0.70 0.18 1.81  0.08
H 1.68 -2.19 -0.96  0.13
H 1.04 1.92 1.91  0.12
H -0.68 -1.33 -1.29  0.12
H 2.38 0.79 1.67  0.12
H -3.49 0.73 -0.16  0.13

# C7H14N3

2 unconnected molecules or ions with the total composition C7H14N3 in a non-equilibrium geometry (wB97M-V/def2-TZVPD, the Open Molecules 2025 dataset).

Summary:
Charge ... +1
Energy relative to the best compared isomer or geometry (same formula, charge and spin) ... 125.3 kcal/mol
Electronic energy ... -11945.48537 eV
LUMO level (spin up / spin down) ... -4.50 / -4.50 eV
Highest occupied orbital energy (spin up / spin down) ... -11.987 / -11.987 eV
Frontier orbital gap (spin up / spin down) ... 7.488 / 7.487 eV

Each line ends with the Löwdin charge.
Cartesian coordinates (Å):
N 0.56 0.74 -0.13  0.11
N -3.11 -0.87 0.17  0.07
N -1.60 1.43 -0.44  -0.03
C 1.65 0.42 0.49  -0.02
C 2.96 0.33 -0.17  -0.20
C -1.88 -1.17 0.55  -0.06
C 3.62 -1.05 0.02  -0.07
C -0.69 0.95 0.41  -0.23
C -2.80 1.75 -0.07  -0.07
C -2.21 -1.44 -0.84  -0.09
H -3.46 2.11 -0.84  0.09
H 3.72 -1.29 1.07  0.08
H 3.61 1.07 0.30  0.14
H 2.88 0.56 -1.23  0.12
H 3.04 -1.82 -0.47  0.08
H -2.47 -2.44 -1.19  0.11
H -3.48 0.10 0.09  0.08
H 4.61 -1.03 -0.42  0.09
H -1.82 -0.78 -1.60  0.10
H 0.59 0.92 -1.13  0.19
H -1.44 -1.58 1.43  0.12
H -0.76 1.01 1.49  0.14
H -3.09 1.88 0.97  0.10
H 1.59 0.21 1.55  0.16

# C7H14N3

A gas-phase ion, C7H14N3 (charge +1) in a non-equilibrium geometry (wB97M-V/def2-TZVPD, the Open Molecules 2025 dataset).

Summary:
Charge ... +1
Structure (SMILES) ... C=C1[N@H+](C)N=CNC1(C)C
Energy relative to the best compared isomer or geometry (same formula, charge and spin) ... 89.1 kcal/mol
Electronic energy ... -11947.05754 eV
LUMO level ... -3.18 eV
Highest occupied orbital energy ... -13.640 eV
Frontier orbital gap ... 10.458 eV

Each line ends with the Löwdin charge.
Cartesian coordinates (Å):
N -1.56 0.48 -0.28  -0.09
N -2.04 -0.86 -0.41  0.09
N 0.07 -1.72 -0.04  0.11
C -1.18 -1.79 -0.27  -0.22
C -2.08 1.05 1.01  0.04
C 2.13 -0.53 -0.90  0.02
C 1.26 -0.17 1.43  -0.01
C 0.26 1.69 -1.28  0.16
C 0.83 -0.46 -0.02  -0.48
C -0.06 0.56 -0.68  -0.14
H 1.85 -0.82 -1.87  0.08
H -1.89 1.09 -0.99  0.15
H 0.48 0.18 2.02  0.04
H -0.38 2.47 -1.74  0.13
H -1.78 2.05 1.19  0.10
H 2.83 -1.14 -0.35  0.10
H -3.18 1.14 0.96  0.12
H 2.10 0.63 1.43  0.13
H 1.21 1.63 -1.63  0.03
H 2.36 0.55 -0.87  0.08
H -1.70 -2.68 -0.50  0.15
H 1.72 -1.11 1.99  0.15
H 0.67 -2.57 0.02  0.19
H -1.92 0.32 1.77  0.09

# C7H14N3O

A gas-phase ion, C7H14N3O (charge +1) in a non-equilibrium geometry (wB97M-V/def2-TZVPD, the Open Molecules 2025 dataset).

Summary:
Charge ... +1
Structure (SMILES) ... CC1=N[N@H+](C)[C@@H](O)N1C1CC1
Energy relative to the best compared isomer or geometry (same formula, charge and spin) ... 79.9 kcal/mol
Electronic energy ... -13994.33728 eV
LUMO level ... -3.01 eV
Highest occupied orbital energy ... -12.973 eV
Frontier orbital gap ... 9.967 eV

Each line ends with the Löwdin charge.
Cartesian coordinates (Å):
O -1.25 0.32 -1.71  0.05
N 0.21 1.60 1.14  0.14
N 0.05 -0.41 0.18  0.04
N -0.83 1.75 0.20  -0.11
C 0.45 -1.73 -0.21  -0.26
C -1.13 0.39 -0.34  -0.25
C 0.63 0.40 1.09  -0.34
C 1.49 -1.88 -1.34  -0.10
C 0.13 -2.31 -1.54  -0.12
C -2.03 2.61 0.60  0.06
C 1.77 -0.21 1.86  0.04
H 1.93 0.45 2.75  0.12
H -2.17 0.04 0.16  0.22
H -1.58 3.37 1.27  0.12
H -0.53 2.36 -0.63  0.22
H -2.51 3.15 -0.14  0.08
H 0.01 -3.44 -1.45  0.15
H -0.49 0.59 -2.26  0.14
H 0.61 -2.44 0.65  0.16
H -0.51 -1.83 -2.23  0.08
H 2.72 -0.21 1.33  0.11
H -2.65 1.98 1.29  0.12
H 2.38 -2.54 -1.12  0.13
H 1.85 -0.83 -1.72  0.14
H 1.43 -1.18 2.16  0.08

# C7H14N3O

A gas-phase ion, C7H14N3O (charge +1) in a non-equilibrium geometry (wB97M-V/def2-TZVPD, the Open Molecules 2025 dataset).

Summary:
Charge ... +1
Energy relative to the best compared isomer or geometry (same formula, charge and spin) ... 175.0 kcal/mol
Electronic energy ... -13990.21337 eV
LUMO level (spin up / spin down) ... -4.75 / -5.68 eV
Highest occupied orbital energy (spin up / spin down) ... -12.722 / -11.632 eV
Frontier orbital gap (spin up / spin down) ... 7.973 / 5.948 eV

Each line ends with the Löwdin charge.
Cartesian coordinates (Å):
O -2.76 1.18 -1.15  0.13
N 2.35 -0.37 -1.08  -0.05
N -0.70 0.49 0.54  0.15
N 1.20 -0.17 -0.61  0.09
C 3.72 -0.07 -0.61  -0.02
C -1.10 -1.85 -0.28  -0.05
C -2.78 -0.49 1.16  -0.04
C 1.10 1.97 0.89  -0.01
C -1.54 -0.51 0.17  -0.60
C -2.59 -0.04 -0.93  0.08
C 0.56 0.71 0.20  -0.31
H 4.39 -0.73 -1.16  0.09
H 2.08 1.86 1.51  0.11
H -2.40 -0.81 2.27  0.16
H 1.28 2.64 0.12  0.05
H -3.52 -1.26 0.92  0.09
H 3.81 -0.18 0.54  0.13
H -3.25 0.50 1.41  0.11
H -1.95 -2.56 -0.39  0.11
H 2.31 -1.13 -1.90  0.22
H -0.48 -1.89 -1.18  0.08
H -3.48 1.65 -1.70  0.22
H -0.48 -2.14 0.58  0.10
H 0.24 2.26 1.53  0.09
H 3.99 0.93 -0.85  0.07

> Number 6 is which compound?

C7H14N3

> electronic energy of number 8 (C7H14N3O)?

-13990.21337 eV

> What is the electronic energy in the fourth record?

-11944.52356 eV